1 | The following is a quantum chemistry calculation of a single C6H10N2O2 molecule, from the OMol25 dataset.

Structure (XYZ):
```
20
C6H10N2O2 the ωB97M-V functional and the def2-TZVPD basis
N 2.55556 0.98149 -0.29888
C 2.03508 -0.06301 0.36227
O 2.95389 -0.57284 1.06847
C 0.98175 -0.91805 -0.24572
C 0.17933 -0.46382 -1.45512
C -0.45454 -0.49069 -0.11333
N -1.57274 -1.35423 0.25372
C -2.30882 -0.16897 0.77590
C -1.04123 0.70344 0.64088
O -1.09614 1.94573 0.00534
H 1.92593 1.69638 -0.64826
H 3.62282 0.82518 0.21041
H 1.17570 -1.98812 -0.16534
H -0.10947 -1.24118 -2.16262
H 0.42443 0.50467 -1.89721
H -1.31461 -1.98637 1.00710
H -2.71816 -0.28491 1.78717
H -3.11151 0.14287 0.09093
H -0.54771 0.86847 1.60795
H -1.57955 1.86396 -0.82366
```

Summary:
Kohn-Sham gap   9.78 eV
Highest occupied orbital energy   -0.334 hartree
Structure (SMILES)   NC(=O)[C@@H]1C[C@@]12NC[C@@H]2O

Now the Löwdin charges, all in e: N 0.1208; C -0.4997; O -0.0361; C -0.1039; C -0.0105; C -0.3980; N 0.0449; C -0.1119; C -0.2983; O -0.0048; H 0.0897; H 0.2300; H 0.1560; H 0.1182; H 0.1054; H 0.1104; H 0.1146; H 0.1158; H 0.1590; H 0.0983

2 | The following is a quantum chemistry calculation of 2 unconnected molecules or ions with the total composition C6H10N2O2, from the OMol25 dataset.

Structure (XYZ):
```
20
C6H10N2O2 the ωB97M-V functional and the def2-TZVPD basis
C -0.17898 -1.14701 -1.64732
C -0.40524 0.22464 -1.27006
C 1.82242 -0.39146 -1.22060
C -1.24947 -1.42736 1.59413
C -1.21186 -0.07394 2.26952
C 1.13828 1.98199 -0.60685
N 1.06319 -1.51020 -1.63934
N 0.83995 0.71827 -0.92281
O 0.16283 2.87074 -0.28303
O -1.37203 1.02820 1.81306
H -0.98765 -1.84579 -1.69687
H -1.21336 0.81474 -1.65691
H 2.20197 -0.65446 -0.20775
H -2.24719 -1.61273 1.38219
H -0.80705 -1.49889 0.53461
H -0.81350 -2.25094 2.23814
H -0.93954 -0.08457 3.36777
H 2.61818 0.00624 -1.96234
H 2.11102 2.40802 -0.38782
H -0.53197 2.44452 0.30229
```

Summary:
Kohn-Sham gap (spin up / spin down)   7.27 / 7.27 eV
Highest occupied orbital energy (spin up / spin down)   -0.245 / -0.245 hartree

Now the Löwdin charges, all in e: C -0.2194; C -0.1215; C -0.1733; C -0.0431; C -0.2982; C -0.1710; N -0.0028; N -0.0607; O 0.0019; O 0.0204; H 0.1002; H 0.1012; H 0.1329; H 0.0509; H 0.0683; H 0.0988; H 0.1203; H 0.1555; H 0.1343; H 0.1054

3 | The following is a quantum chemistry calculation of 2 unconnected molecules or ions with the total composition C6H10N2O2, from the OMol25 dataset.

Structure (XYZ):
```
20
C6H10N2O2 the ωB97M-V functional and the def2-TZVPD basis
N 1.16461 -2.87945 -1.85508
C 0.40830 -2.00299 -1.74996
C -0.19091 -0.67997 -1.50814
C -0.29957 -0.34329 -0.04361
C -1.46379 -0.76984 0.82055
C -1.16401 0.68787 0.64828
O -2.04011 1.58352 0.09168
C 0.06404 1.09454 1.45362
N 0.85370 0.02754 0.77590
H -1.18651 -0.66326 -1.97670
H 0.41858 0.07592 -2.02546
H -1.29896 -1.26585 1.78016
H -2.32833 -1.11631 0.25104
H -2.86419 1.58624 0.58835
H 0.44403 2.09159 1.19037
H -0.02313 0.98851 2.54404
H 1.19932 -0.70712 1.38981
O 2.76027 1.10054 -0.99380
H 2.14345 0.83314 -0.27479
H 3.40320 0.35866 -1.10625
```

Summary:
Kohn-Sham gap   10.10 eV
Highest occupied orbital energy   -0.355 hartree
Structure (SMILES)   N#CC[C@]12C[C@@]1(O)CN2.O

Now the Löwdin charges, all in e: N 0.1386; C -0.1994; C -0.0919; C -0.3676; C 0.0237; C -0.4269; O 0.0619; C -0.0672; N 0.0204; H 0.1307; H 0.1281; H 0.1171; H 0.1238; H 0.1116; H 0.1288; H 0.1207; H 0.1303; O -0.1124; H -0.0205; H 0.0502

Which one sits at the bottom of the stability order? 2 does.

1 | The following is a quantum chemistry calculation of 2 unconnected molecules or ions with the total composition C3H8S, from the OMol25 dataset.

Structure (XYZ):
```
12
C3H8S the ωB97M-V functional and the def2-TZVPD basis
C -0.57700 0.05673 1.06910
C -0.06468 0.45331 -1.44885
C 0.38680 0.41721 -0.05367
S 1.91456 1.01005 0.34025
H -0.85320 1.00177 1.49905
H -1.44749 -0.54586 0.65003
H -0.05849 -0.48758 1.89530
H 0.26708 1.27806 -2.01435
H -1.11414 0.16825 -1.61496
H 0.73484 -0.52371 -1.88852
H 1.88890 -1.49249 -1.50647
H 1.50839 0.98157 1.68418
```

Summary:
Kohn-Sham gap (spin up / spin down)   9.18 / 6.08 eV
Highest occupied orbital energy (spin up / spin down)   -0.321 / -0.246 hartree

Now the Löwdin charges, all in e: C -0.1353; C -0.1735; C -0.8488; S 0.7986; H 0.0635; H 0.1011; H 0.0743; H 0.0443; H 0.0775; H 0.0182; H 0.0480; H -0.0679

2 | The following is a quantum chemistry calculation of a single C3H8S molecule, from the OMol25 dataset.

Structure (XYZ):
```
12
C3H8S the ωB97M-V functional and the def2-TZVPD basis
C 1.48815 1.10219 -0.94775
C 1.12866 0.64672 0.51836
C 0.24239 -0.65364 0.39706
S -1.47312 -0.59700 -0.01209
H 2.10297 2.00906 -0.78597
H 0.66462 1.34873 -1.57394
H 2.11474 0.30004 -1.38056
H 2.15078 0.27240 0.89118
H 0.48102 1.44888 1.20008
H 0.43889 -1.14543 1.30584
H 0.52342 -1.48928 -0.23260
H -2.06172 0.23595 0.96336
```

Summary:
Kohn-Sham gap   9.93 eV
Highest occupied orbital energy   -0.328 hartree
Structure (SMILES)   CCCS

Now the Löwdin charges, all in e: C -0.1409; C -0.2790; C -0.6830; S 0.6715; H 0.0663; H 0.0434; H 0.0762; H 0.1145; H 0.1555; H 0.0346; H 0.0530; H -0.1123

Which one sits at the bottom of the stability order? 1 does.

1 | The following is a quantum chemistry calculation of 2 unconnected molecules or ions with the total composition C5H12N2S, from the OMol25 dataset.

Structure (XYZ):
```
20
C5H12N2S the ωB97M-V functional and the def2-TZVPD basis
C 0.71532 2.70499 0.47753
C -0.58502 2.47942 -0.29657
S -1.29832 0.83618 -0.16482
N 1.82510 1.80277 0.20444
H 0.51540 2.65548 1.54623
H 1.05121 3.72984 0.35079
H -0.45830 2.77411 -1.34299
H -1.31839 3.18041 0.09713
H 1.84344 1.59196 -0.78466
H 1.66030 0.92221 0.67110
C 0.41868 -2.80815 0.39886
C 0.17904 -3.73576 -0.59116
C -0.55139 -1.68397 0.55010
N 0.57487 -1.14523 -0.15776
H 1.18147 -2.84405 1.17222
H -0.82832 -4.12532 -0.69441
H 0.93110 -4.15814 -1.24137
H -1.42547 -1.88478 -0.04925
H -0.69404 -1.31502 1.54695
H 0.34245 -1.24204 -1.14722
```

Summary:
Kohn-Sham gap   5.19 eV
Highest occupied orbital energy   -0.284 hartree

Now the Löwdin charges, all in e: C -0.3729; C -0.6382; S 0.6765; N -0.0190; H 0.1008; H 0.0964; H 0.0547; H 0.0571; H 0.0557; H 0.0237; C -0.2577; C 0.0740; C -0.4017; N 0.0659; H 0.1265; H 0.0691; H 0.0586; H 0.0821; H 0.0876; H 0.0608

2 | The following is a quantum chemistry calculation of a single C5H12N2S molecule, from the OMol25 dataset.

Structure (XYZ):
```
20
C5H12N2S the ωB97M-V functional and the def2-TZVPD basis
C -0.47519 -0.71643 0.41823
C -0.09716 1.50214 -0.36514
C 0.05648 -1.65639 -0.60879
C -1.33281 1.97502 -1.03415
C 1.56727 -0.83553 1.67846
N -0.24951 0.67828 2.17491
N 0.13465 -0.46935 1.52681
S 0.38856 2.14870 1.13851
H -1.61864 -0.55125 0.52269
H 0.73000 1.17900 -1.09350
H 1.14631 -1.55455 -0.67948
H -0.69907 -1.57310 -1.40780
H -0.18455 -2.69725 -0.40218
H -2.15753 1.38508 -0.78341
H -1.21929 1.96209 -2.17702
H -1.40133 3.10633 -0.91867
H 1.82582 -1.56623 0.80246
H 2.14558 0.08541 1.86087
H 1.63333 -1.37626 2.68670
H -1.26922 0.95716 1.99749
```

Summary:
Kohn-Sham gap   8.36 eV
Highest occupied orbital energy   -0.278 hartree

Now the Löwdin charges, all in e: C -0.2416; C -0.6597; C -0.0793; C -0.2216; C -0.0185; N -0.2465; N -0.3356; S 0.7878; H 0.1534; H 0.0741; H 0.0674; H 0.0940; H 0.0802; H 0.0221; H 0.0880; H 0.0803; H 0.0996; H 0.0682; H 0.1075; H 0.0800

Which one sits at the bottom of the stability order? 1 does.

1 | The following is a quantum chemistry calculation of a single C2H5ClOS molecule, from the OMol25 dataset.

Structure (XYZ):
```
10
C2H5ClOS the ωB97M-V functional and the def2-TZVPD basis
O -0.26190 0.82784 1.23809
C -0.46621 0.22181 0.02262
S -1.13495 -1.50806 0.22220
C 0.75097 0.17051 -0.86518
Cl 2.29264 -0.44336 0.16820
H 0.53733 0.45683 1.64391
H -1.25458 0.78782 -0.48858
H -2.18696 -1.12813 0.93182
H 1.06330 1.15454 -1.19614
H 0.66037 -0.53980 -1.67693
```

Summary:
Kohn-Sham gap   10.16 eV
Highest occupied orbital energy   -0.349 hartree
Structure (SMILES)   O[C@H](S)CCl

Now the Löwdin charges, all in e: O -0.0976; C -0.8113; S 0.7314; C -0.4203; Cl 0.4414; H 0.0537; H 0.1157; H -0.1494; H 0.0743; H 0.0621

2 | The following is a quantum chemistry calculation of 2 unconnected molecules or ions with the total composition C2H5ClOS, from the OMol25 dataset.

Structure (XYZ):
```
10
C2H5ClOS the ωB97M-V functional and the def2-TZVPD basis
C -1.24709 -0.34960 0.77427
C 0.79610 -0.09360 -0.66558
O 1.53404 -1.20678 -0.39508
S 1.10458 1.47601 0.05406
Cl -2.44332 0.64535 -0.00920
H -0.88190 0.00309 1.63837
H -1.54481 -1.46100 0.66045
H 0.19852 -0.05356 -1.58303
H 2.32989 -1.06335 0.13643
H 0.15398 2.10344 -0.61069
```

Summary:
Kohn-Sham gap (spin up / spin down)   8.15 / 7.53 eV
Highest occupied orbital energy (spin up / spin down)   -0.283 / -0.260 hartree

Now the Löwdin charges, all in e: C -0.5593; C -0.6109; O -0.0581; S 0.7390; Cl 0.4636; H -0.0583; H 0.0484; H 0.0751; H 0.1030; H -0.1424

Which one sits at the bottom of the stability order? 2 does.